Here is a structure of composition C5H8N in a non-equilibrium geometry from OMol25. Energies are from ωB97M-V/def2-TZVPD.

Computed properties:
E_HOMO = -15.62 eV
Net charge = +1
Largest force on an atom = 5.22 eV/A
Spin multiplicity = 1

```
14
Properties=species:S:1:pos:R:3:forces:R:3
C -0.724934 1.023522 -0.079875 -1.1 -2.3 -0.4
C -1.816824 0.076060 -0.484899 -0.1 0.1 1.4
C -1.380359 0.020010 0.877515 -0.6 1.5 0.9
C 0.281169 0.027692 -0.605626 1.3 0.9 -0.5
C 1.589791 0.023755 0.082024 3.8 -1.0 -0.2
N -0.804628 -0.909544 -0.059563 2.8 -3.7 -2.4
H -0.843425 2.040991 -0.069704 0.1 2.3 0.0
H -2.632395 -0.131295 -1.066738 -1.9 -0.2 -1.2
H -1.851913 -0.028944 1.857301 0.4 -0.3 -0.3
H 0.413151 0.105753 -1.749070 -0.7 -0.8 1.7
H 1.770410 -0.655398 0.941648 -0.7 0.3 -0.4
H 1.862888 1.011401 0.414260 -0.3 0.5 0.4
H 2.526347 -0.186647 -0.570788 -1.9 -0.1 0.5
H -0.703942 -2.003850 -0.122579 -1.1 2.7 0.4
```
Forces are in eV/Å.

***

Here is a cluster of 2 separate species, CH4NS in total in a non-equilibrium geometry from OMol25. Energies are from ωB97M-V/def2-TZVPD.

Computed properties:
E_HOMO = -2.66 eV
Net charge = -1
Largest force on an atom = 1.86 eV/A
Spin multiplicity = 1

```
7
Properties=species:S:1:pos:R:3:forces:R:3
S 1.415771 -2.009242 0.328141 -0.1 0.0 0.2
H 1.097992 -1.808033 1.627352 0.1 0.0 -0.2
C -0.392489 0.997945 -0.670208 0.6 -0.2 -0.5
N -0.994282 0.825196 0.425378 -1.6 0.0 -1.0
H -0.647521 1.790339 -1.388486 0.1 0.6 0.7
H 0.431673 0.363500 -1.009984 -0.3 -0.6 0.0
H -0.911144 -0.159703 0.687808 1.3 0.2 0.7
```
Forces are in eV/Å.

***

Here is a cluster of 4 separate species, CH11N2O3 in total in a non-equilibrium geometry from OMol25. Energies are from ωB97M-V/def2-TZVPD.

Computed properties:
E_HOMO (spin up / spin down) = -3.97 / -8.00 eV
<S²> = 0.75
Largest force on an atom = 1.57 eV/A
Spin multiplicity = 2

```
17
Properties=species:S:1:pos:R:3:forces:R:3
N -0.421944 2.055491 -1.093905 1.3 -0.2 -0.9
C 0.484874 1.097443 -1.567429 -0.7 0.6 -0.3
N 1.047916 0.245000 -0.665041 0.9 -1.1 0.5
H -0.715752 1.951991 -0.155471 -0.8 0.1 0.5
H -0.890733 2.616971 -1.774262 -0.3 0.2 0.3
H 0.730091 1.092329 -2.618074 0.1 0.0 0.1
H 1.095620 -0.744961 -0.868939 -0.2 0.3 0.0
H 1.178895 0.427054 0.323793 -0.3 0.4 -0.5
H -2.902512 0.542863 1.391317 -0.7 -0.6 0.2
H -2.047396 -0.201684 0.269162 -0.3 0.0 0.2
O -2.159062 0.587338 0.809108 1.0 0.5 -0.4
H 1.969328 0.179725 2.577577 0.0 -0.3 0.4
H 0.792553 -0.866722 2.764515 0.4 0.4 0.1
O 1.170685 -0.186687 2.192119 -0.3 -0.1 -0.1
H -0.313533 -3.144924 -1.039548 0.4 0.3 -0.3
H 0.481354 -2.942877 0.192660 0.4 0.2 0.3
O 0.499618 -2.708352 -0.737589 -0.7 -0.7 0.0
```
Forces are in eV/Å.

***

Here is a structure of composition C10H29HfN2PSe2 in a non-equilibrium geometry from OMol25. Energies are from ωB97M-V/def2-TZVPD.

Computed properties:
E_HOMO = -23.91 eV
Net charge = +4
Largest force on an atom = 2.91 eV/A
Spin multiplicity = 1

```
45
Properties=species:S:1:pos:R:3:forces:R:3
Hf -12.576942 1.619413 -7.977746 0.2 0.7 1.5
N -13.940654 3.421395 -7.581382 0.2 -1.8 -1.4
C -13.509324 4.488257 -6.629842 -0.8 0.6 1.6
C -13.400112 3.919968 -5.175907 -0.1 0.1 -0.9
C -12.141469 3.092116 -5.087035 0.1 -0.7 0.8
N -12.354329 1.664127 -5.679431 -0.1 -0.7 0.2
H -14.547355 3.818869 -8.325231 0.7 -0.1 0.2
H -14.576159 2.722261 -7.166190 -0.6 0.9 0.8
H -14.323959 5.196421 -6.592373 -0.1 0.5 -0.3
H -12.607275 5.027659 -7.021633 -0.7 -0.7 0.5
H -14.320946 3.320285 -4.854862 1.1 0.9 -0.5
H -13.330931 4.770583 -4.469532 0.0 -0.4 -0.4
H -11.834382 2.989249 -4.051841 0.0 -0.3 0.2
H -11.270289 3.546495 -5.588738 -0.4 -0.2 -0.1
H -13.148973 1.111855 -5.253567 0.7 1.3 0.0
H -11.559920 1.087675 -5.356210 -0.1 0.3 -0.1
C -9.944409 -0.663693 -7.924844 -1.2 0.6 -1.8
Se -9.893519 1.367764 -7.972674 0.1 -0.1 -0.4
C -9.764701 1.941007 -9.906119 1.2 0.1 -0.3
C -10.647058 1.178493 -10.842177 -0.9 -1.1 -1.5
Se -12.570105 1.888083 -10.567191 0.2 -1.1 -1.5
C -13.585866 0.534660 -11.743679 0.1 1.5 -0.1
H -11.011776 -1.002210 -7.943293 1.0 0.1 -0.2
H -9.525054 -0.923480 -6.993316 0.8 -0.2 1.0
H -9.365392 -1.032646 -8.804542 -0.4 0.2 0.8
H -8.649655 1.889576 -10.178550 -1.6 0.3 0.4
H -10.174523 2.958649 -9.882409 1.0 0.2 0.2
H -10.652046 0.066528 -10.670207 -0.1 1.1 -0.4
H -10.532065 1.408498 -11.967158 0.3 -0.3 1.8
H -13.138505 0.698511 -12.713702 0.1 0.0 -0.2
H -14.629737 0.815117 -11.750116 -0.2 0.2 0.1
H -13.395877 -0.422322 -11.353205 0.2 -1.1 0.4
C -13.888354 -1.382965 -5.900617 0.4 0.6 0.2
P -13.739659 -0.727079 -7.576165 -1.3 -2.5 -0.5
C -13.366586 -2.146259 -8.658329 1.6 -0.5 -0.8
C -15.458214 -0.440478 -8.064193 -0.3 1.0 0.7
H -14.596626 -2.253375 -5.845599 0.7 0.8 0.0
H -14.242477 -0.495874 -5.369470 -0.6 -0.5 0.5
H -12.900147 -1.578771 -5.483362 -0.1 -0.5 0.1
H -12.399434 -2.699666 -8.498533 -0.8 0.8 0.1
H -13.385542 -1.848254 -9.725528 -0.1 -0.2 0.6
H -14.140140 -2.904275 -8.509125 -0.2 0.2 0.1
H -16.107493 -1.316533 -8.213277 0.5 -0.1 0.2
H -15.405799 0.095017 -8.998958 -0.5 0.4 -0.5
H -15.919821 0.184182 -7.272198 -0.1 -0.1 -0.6
```
Forces are in eV/Å.

***

Here is a structure of composition C8H7AuF6N2O5S2 in a non-equilibrium geometry from OMol25. Energies are from ωB97M-V/def2-TZVPD.

Computed properties:
E_HOMO (spin up / spin down) = -17.17 / -17.17 eV
Net charge = +2
<S²> = 2.01
Largest force on an atom = 3.35 eV/A
Spin multiplicity = 3

```
31
Properties=species:S:1:pos:R:3:forces:R:3
Au 0.479153 -0.169575 0.110827 -0.3 -0.9 -0.3
O 2.470728 0.149273 0.946995 -1.2 0.7 -0.3
C 2.857959 1.544479 1.023744 -0.4 0.2 -0.6
C 1.758206 2.433994 0.423982 0.5 0.2 -1.0
C 1.969244 3.799129 0.200366 -0.4 -1.3 0.9
C 0.966332 4.583923 -0.324281 0.0 -1.4 -0.1
C -0.219028 3.995654 -0.687932 -1.1 -0.6 0.2
C -0.379682 2.623308 -0.503488 0.5 1.1 -0.2
N 0.602642 1.881083 -0.010899 1.2 -0.1 0.9
H 3.189770 -0.470671 1.000833 0.7 -0.4 0.0
H 3.801263 1.679327 0.449792 -0.5 0.1 0.7
H 2.887351 1.774271 2.082502 0.7 0.2 0.1
H 2.862326 4.231757 0.570233 0.9 0.4 0.1
H 1.108231 5.605352 -0.473019 0.3 1.6 -0.1
H -1.043455 4.613517 -1.030476 0.1 -0.3 -0.2
H -1.230686 2.053588 -0.744950 -1.2 -0.1 -0.4
F -3.171239 -3.334008 -2.461985 -0.6 -0.4 0.2
C -2.426188 -2.276877 -2.442784 -0.7 0.2 0.5
F -1.197079 -2.603648 -2.709680 0.8 0.2 0.5
F -2.834272 -1.345912 -3.242697 -0.5 0.7 -1.0
S -2.655683 -1.398767 -0.736638 1.9 -2.7 0.5
O -1.638930 -0.371659 -0.713449 0.7 1.1 0.0
O -3.975287 -1.167513 -0.359236 -1.0 0.4 -0.2
N -2.021713 -2.481102 0.449349 0.0 -0.2 -0.3
S -0.671988 -3.501514 0.284277 -0.8 1.6 -1.2
O -1.022378 -4.649007 -0.465439 0.5 0.2 0.6
O 0.382124 -2.567899 -0.109672 0.2 0.4 -0.3
C -0.286305 -3.671555 2.073764 0.1 0.4 0.9
F 0.990254 -3.890678 2.259147 0.2 -0.1 -0.4
F -0.563897 -2.432670 2.561093 0.0 -1.1 0.1
F -0.987766 -4.635615 2.579732 -0.5 0.2 0.4
```
Forces are in eV/Å.

***

Here is a structure of composition C37H35As2BrCl2CsN3O5 from OMol25. Energies are from ωB97M-V/def2-TZVPD.

Computed properties:
E_HOMO = -2.16 eV
Net charge = -2
Largest force on an atom = 0.44 eV/A
Spin multiplicity = 1

```
86
Properties=species:S:1:pos:R:3:forces:R:3
Cs -0.345533 0.432021 3.411801 0.0 0.1 0.3
N -3.028935 0.684456 1.246455 0.1 0.0 -0.1
C -3.326823 2.070866 1.657335 -0.1 0.2 0.0
C -2.194303 2.770582 2.430898 0.0 -0.2 0.1
O -2.251345 2.681543 3.699701 0.1 0.0 0.0
N -1.251076 3.270047 1.673213 0.1 -0.2 -0.1
C -0.072322 3.818483 2.318483 -0.1 0.1 -0.1
C 1.262644 3.002107 2.272470 -0.1 0.0 -0.1
O 2.199835 3.494866 2.928325 0.0 0.1 0.0
O 1.304983 1.943295 1.579461 -0.1 0.0 0.1
H -2.950385 0.057436 2.042546 -0.1 0.2 0.0
H -2.128193 0.690999 0.773523 0.0 0.0 0.0
H -4.216036 2.056514 2.289312 0.0 0.0 0.0
H -3.551256 2.641887 0.751952 0.0 -0.1 0.0
H -0.243937 4.086249 3.366209 0.0 -0.1 0.0
H 0.191630 4.756728 1.806829 0.0 0.0 0.0
Cl 3.348159 -2.357246 0.933041 0.0 0.0 0.0
C 1.969405 -1.637839 1.810546 0.2 0.1 0.1
Cl 0.475116 -2.513359 1.482435 0.0 0.0 0.0
H 1.900575 -0.595173 1.498766 -0.2 -0.1 -0.1
H 2.174035 -1.717546 2.873079 0.0 -0.1 0.0
C -0.446853 1.240900 -3.158605 0.0 0.1 0.0
C -1.016256 -0.143322 -2.870607 -0.1 0.0 0.1
As 0.289328 -1.231099 -1.869978 0.0 0.0 0.0
C -0.846870 -2.800914 -1.599647 0.1 -0.1 0.0
C -2.065362 -2.641817 -0.942142 0.0 0.0 0.0
C -2.840663 -3.744665 -0.611900 0.0 0.0 0.0
C -2.404536 -5.023772 -0.926388 0.0 0.0 0.0
C -1.185398 -5.193200 -1.567415 0.0 0.0 0.0
C -0.409965 -4.089867 -1.896909 0.0 0.1 0.0
C 1.336791 -1.887113 -3.398608 0.0 0.0 0.0
C 2.722524 -1.910896 -3.268071 0.0 0.0 0.0
C 3.525938 -2.362847 -4.308651 0.0 0.0 0.0
C 2.948529 -2.797101 -5.492011 0.0 0.0 0.0
C 1.565783 -2.783034 -5.631084 0.0 0.0 0.0
C 0.768156 -2.332777 -4.589678 0.0 0.0 0.0
As -0.157929 2.151779 -1.390900 0.1 0.1 -0.1
C 1.765285 2.516287 -1.526170 0.0 -0.1 0.0
C 2.644085 1.736926 -2.266804 0.0 0.0 0.0
C 4.013880 1.980285 -2.238319 0.0 0.0 0.0
C 4.518416 3.009816 -1.460762 0.0 0.0 0.0
C 3.647100 3.793303 -0.712178 0.0 0.0 0.0
C 2.286328 3.546220 -0.744565 0.0 0.0 0.0
C -0.696990 3.954113 -1.979947 0.0 0.0 0.0
C -0.297495 4.475995 -3.210127 0.0 0.0 0.0
C -0.702142 5.741374 -3.606883 0.0 0.0 0.0
C -1.507950 6.504949 -2.768828 0.0 0.0 0.0
C -1.892879 5.998757 -1.537058 0.0 0.0 0.0
C -1.490768 4.726531 -1.137926 0.0 0.0 0.0
H -1.169868 1.846625 -3.709170 0.0 0.0 0.0
H 0.461504 1.188564 -3.761692 0.0 0.0 0.0
H -1.356850 -0.679311 -3.760516 0.1 0.0 0.0
H -1.876122 -0.039779 -2.202360 0.0 -0.1 0.0
H -2.408138 -1.653395 -0.654012 0.0 0.0 0.0
H -3.777868 -3.600642 -0.088727 0.0 0.0 0.0
H -3.003264 -5.884910 -0.655836 0.0 0.0 0.0
H -0.828408 -6.189368 -1.800799 0.0 0.0 0.0
H 0.546454 -4.236523 -2.383761 0.0 0.0 0.0
H 3.174391 -1.568894 -2.343984 0.0 0.0 0.0
H 4.602887 -2.372920 -4.191931 0.0 0.0 0.0
H 3.572496 -3.147509 -6.305574 0.0 0.0 0.0
H 1.109108 -3.125434 -6.552378 0.0 0.0 0.0
H -0.310426 -2.338263 -4.702596 0.0 0.0 0.0
H 2.278193 0.922509 -2.878927 0.0 0.0 0.0
H 4.681982 1.353402 -2.819192 0.0 0.0 0.0
H 5.586150 3.191988 -1.421857 0.0 0.0 0.0
H 4.029217 4.576715 -0.070031 0.0 0.0 0.0
H 1.623427 4.142961 -0.130595 0.0 0.0 0.0
H 0.350987 3.894137 -3.857021 0.0 0.0 0.0
H -0.381809 6.137850 -4.564098 0.0 0.0 0.0
H -1.823017 7.496474 -3.074555 0.0 0.0 0.0
H -2.505302 6.597205 -0.872281 0.0 0.0 0.0
H -1.742509 4.326868 -0.154449 0.0 0.0 0.0
Br 0.916257 -5.839259 8.893809 0.0 0.0 0.0
C -0.427060 -5.037810 7.803186 0.0 0.0 0.0
C -1.744698 -5.423263 7.975172 0.0 0.0 0.0
N -2.732728 -4.904708 7.251314 0.0 0.0 0.0
C -2.411532 -3.987512 6.336301 0.0 0.0 0.0
C -1.116251 -3.541743 6.100404 0.0 0.0 0.0
C -0.092897 -4.084150 6.861462 0.0 0.0 0.0
C -0.820097 -2.456467 5.044882 -0.1 -0.3 0.3
O 0.371930 -2.076843 5.007999 -0.1 0.1 -0.2
O -1.805486 -2.083636 4.379877 0.2 0.1 -0.1
H -2.009018 -6.167772 8.718183 0.0 0.0 0.0
H -3.217794 -3.567470 5.748190 0.0 0.0 0.0
H 0.919830 -3.739444 6.701346 0.0 0.0 0.0
```
Forces are in eV/Å.